The following is a DFT calculation (the ωB97M-V functional and the def2-TZVPD basis) of C52H57Cl3N6OPtS as an isolated structure at a distorted geometry.

Values from the calculation:
Frontier orbital gap ... 5.9 eV
LUMO energy ... -0.71 eV
Net charge ... 0
Molar mass ... 1115.57 g mol⁻¹
Relative energy (zero: lowest compared OMol25 entry of this formula, charge and spin) ... 32.6 kcal/mol

Geometry as XYZ:
```
121
Properties=species:S:1:pos:R:3:forces:R:3:mulliken_charge:R:1
Pt 0.923 0.115 -1.059 1.3030 -1.0441 -1.5109 0.809
C 6.217 -1.632 0.749 0.0320 0.0060 0.1826 -1.131
C 5.260 -1.601 1.945 -0.0123 -0.0134 -0.1898 -1.153
C 3.844 -1.592 1.469 -0.4341 -1.0880 0.4189 0.345
C 2.942 -2.639 1.428 1.1181 0.4390 0.3137 0.772
C 3.152 -4.035 1.921 -0.0799 0.0873 0.1435 -1.113
C 2.759 -4.213 3.389 0.0926 -0.0670 -0.1810 -0.730
C 1.785 -2.152 0.753 -1.1411 -0.0115 -0.3478 -0.291
C 0.582 -2.859 0.563 0.9020 0.4958 0.1670 -0.126
C -0.445 -2.495 -0.283 -0.1662 0.3284 -0.3801 -0.270
C -1.671 -3.231 -0.516 -0.1793 0.0745 -0.3435 0.698
C -2.119 -4.451 0.222 -0.1191 0.1950 0.0589 -1.142
C -3.001 -4.105 1.424 0.1254 -0.1706 -0.1501 -0.524
C -2.325 -2.602 -1.536 0.1247 -0.1441 0.3388 1.266
C -1.480 -1.512 -1.965 0.2819 -0.1637 0.3665 -0.190
C -1.626 -0.799 -3.137 0.5763 0.6697 -0.2519 -0.542
C -0.758 0.208 -3.583 -0.3408 -0.5016 0.9551 0.152
N 0.137 0.857 -2.776 -0.0534 -0.0390 0.0186 0.369
C 0.680 1.860 -3.520 0.4362 0.4682 0.9427 0.038
C 1.541 2.847 -3.006 -0.5635 -0.7407 -0.3104 -0.584
C 2.255 2.734 -1.836 0.1026 -0.2589 0.3338 0.102
N 2.286 1.619 -1.045 -0.2861 0.0457 0.2134 -0.588
C 3.293 1.791 -0.137 -0.2882 -0.0295 -0.3444 0.194
C 3.758 0.804 0.703 -0.4156 -0.7902 0.0250 -0.805
C 3.220 -0.491 0.816 -0.2785 0.9791 -0.3025 0.238
N 1.993 -0.865 0.349 -0.0288 0.1439 0.0964 -0.124
C 3.889 3.099 -0.322 -0.0628 0.2189 -0.3791 0.465
C 3.235 3.687 -1.362 0.1804 -0.0559 0.3830 0.837
C 3.486 5.026 -1.975 0.1222 -0.1209 -0.1129 -1.292
C 4.400 4.933 -3.201 -0.0933 0.1441 0.1140 -0.945
C 5.015 3.655 0.486 -0.1744 0.0297 0.0697 -1.180
C 4.527 4.197 1.830 0.1567 -0.0311 -0.1039 -1.170
C 0.196 1.797 -4.858 -0.9370 -0.5269 -0.5297 0.278
C -0.718 0.762 -4.895 0.4406 1.0021 -0.4986 0.087
C -1.434 0.198 -6.076 0.1632 -0.0732 -0.0145 -1.146
C -0.664 -1.000 -6.642 -0.1766 0.0898 -0.0383 -1.066
C 0.727 2.625 -5.983 0.0695 -0.1141 0.0433 -1.052
C 2.155 2.199 -6.347 -0.1272 0.1393 -0.0513 -1.006
N -0.390 -1.437 -1.146 0.0124 0.2830 0.1894 -0.368
C -3.666 -2.928 -2.116 0.0950 -0.1841 -0.1328 -1.203
C -3.642 -4.062 -3.144 -0.0943 0.1307 0.0824 -1.141
H 6.052 -2.530 0.157 -0.0080 -0.0818 -0.0711 0.309
H 7.255 -1.619 1.075 0.1254 -0.0052 0.0136 0.400
H 6.044 -0.773 0.105 0.0171 0.0608 -0.0891 0.286
H 5.461 -0.710 2.548 0.0007 -0.0679 0.0605 0.411
H 5.435 -2.473 2.577 -0.0133 0.0563 0.0772 0.386
H 4.206 -4.298 1.806 -0.0399 -0.0534 -0.0826 0.447
H 2.573 -4.730 1.308 0.1137 -0.0218 -0.0343 0.415
H 2.963 -5.232 3.712 -0.0358 -0.0794 0.1086 0.409
H 1.701 -4.008 3.531 -0.1200 0.0383 0.0843 -0.058
H 3.326 -3.531 4.018 0.0161 0.0777 0.1088 0.315
H 0.483 -3.785 1.108 -0.0181 -0.1855 -0.0227 0.235
H -1.249 -5.021 0.555 -0.0378 -0.0867 -0.0248 0.538
H -2.684 -5.089 -0.459 0.0508 -0.0731 -0.0081 0.199
H -2.424 -3.584 2.181 0.0252 0.0799 0.1225 -0.362
H -3.416 -5.006 1.866 -0.0684 -0.1096 0.1411 0.534
H -3.824 -3.463 1.119 -0.1000 0.0962 -0.0071 0.157
H -2.441 -1.073 -3.790 -0.0598 -0.0593 -0.0846 0.283
H 1.680 3.736 -3.603 0.1302 0.0326 -0.0947 0.536
H 4.628 1.020 1.305 0.1569 0.0244 -0.0308 0.423
H 3.946 5.684 -1.235 -0.0981 0.0359 -0.0057 0.467
H 2.535 5.475 -2.270 0.0119 0.0714 0.0844 0.450
H 5.367 4.520 -2.923 0.0982 -0.0484 -0.0049 0.307
H 4.552 5.920 -3.633 0.0650 0.0508 -0.0912 0.368
H 3.962 4.287 -3.959 0.0064 -0.0752 -0.1002 0.168
H 5.496 4.461 -0.070 0.0835 -0.0629 -0.0332 0.406
H 5.766 2.880 0.656 0.0617 0.0375 -0.0472 0.440
H 3.803 4.992 1.672 -0.0895 0.0813 0.0341 0.329
H 5.361 4.593 2.406 0.0395 0.0583 0.1257 0.388
H 4.047 3.410 2.404 -0.0841 -0.0653 0.1190 0.288
H -1.541 0.962 -6.850 -0.0670 -0.0102 0.0507 0.428
H -2.439 -0.123 -5.789 -0.0290 0.0741 -0.0553 0.375
H 0.340 -0.697 -6.933 0.0908 -0.0072 -0.0310 0.227
H -1.168 -1.411 -7.515 -0.0205 -0.0773 -0.0844 0.424
H -0.576 -1.781 -5.889 0.0391 -0.0788 0.0381 0.273
H 0.726 3.683 -5.702 -0.0437 0.0013 -0.0590 0.344
H 0.083 2.517 -6.858 -0.0397 0.0799 0.0190 0.310
H 2.808 2.287 -5.481 0.0833 -0.0190 0.0414 0.232
H 2.555 2.817 -7.148 0.0542 0.0411 -0.0706 0.390
H 2.170 1.161 -6.673 0.0192 -0.0925 -0.0112 0.269
H -4.076 -2.034 -2.590 -0.0716 -0.0060 0.1094 0.517
H -4.349 -3.212 -1.311 -0.0181 0.1020 0.0190 0.283
H -2.995 -3.814 -3.981 0.1146 0.0073 -0.1142 0.258
H -4.647 -4.235 -3.527 -0.0537 -0.0695 -0.0801 0.405
H -3.284 -4.987 -2.699 0.0742 -0.0968 0.0111 0.311
Cl -0.097 -3.736 6.652 0.2058 -0.2937 0.1899 -0.225
C -0.950 -2.471 5.861 -0.1649 0.3348 -0.2871 0.152
C -1.081 -2.490 4.481 0.0561 -0.0385 0.1455 -0.550
C -1.799 -1.484 3.864 -0.0691 0.1583 0.1662 -0.222
C -2.372 -0.446 4.591 -0.3116 -0.0247 -0.0149 -0.902
C -3.201 0.607 3.886 0.1979 0.1595 -0.1145 0.801
C -2.360 1.888 3.617 -0.4639 -0.2173 0.4277 -1.183
N -1.811 1.864 2.290 0.0677 0.1602 -0.0010 0.203
C -2.355 2.464 1.189 -0.2061 0.1794 -0.3269 -0.551
C -1.605 2.063 0.123 -0.1864 0.0172 0.3288 -0.959
N -0.622 1.228 0.554 -0.2624 0.2215 0.7564 0.027
C -0.770 1.124 1.852 0.1129 0.0523 -0.4131 -0.761
O -4.343 0.936 4.651 0.0209 0.0553 -0.0197 -0.248
C -5.578 0.495 4.125 -0.1251 -0.0018 0.0033 -1.085
C -5.994 1.287 2.919 0.0418 0.3623 0.3673 0.310
C -6.304 2.618 2.969 -0.0645 -0.1310 -0.5275 0.616
Cl -6.312 3.603 4.367 -0.0288 0.0624 0.0294 -0.190
S -6.708 3.264 1.411 0.2277 -0.4633 0.4286 -0.172
C -6.442 1.724 0.690 -0.0480 0.2858 0.1263 -0.462
C -6.069 0.786 1.596 -0.1140 0.1500 -0.1632 -0.722
C -2.174 -0.419 5.971 0.1389 -0.3443 -0.2781 0.591
Cl -2.758 0.887 6.930 0.1270 0.1928 0.4028 -0.205
C -1.483 -1.436 6.611 0.0163 -0.0048 -0.0339 -0.704
H -0.640 -3.287 3.904 0.0508 -0.0953 -0.0460 0.452
H -1.914 -1.496 2.790 -0.0622 -0.0091 -0.1607 0.666
H -3.514 0.214 2.907 0.1290 0.0717 0.1075 0.302
H -1.556 1.972 4.352 -0.0647 0.0753 -0.0709 0.348
H -3.021 2.752 3.720 0.1014 -0.0556 -0.0411 0.357
H -3.198 3.120 1.260 -0.2325 0.1204 0.0734 0.402
H -1.708 2.312 -0.915 -0.0184 0.0934 -0.2468 0.613
H -0.153 0.536 2.500 0.2015 -0.1521 0.2226 0.802
H -6.290 0.642 4.942 0.0275 -0.0988 -0.1209 0.470
H -5.542 -0.574 3.874 -0.0119 0.0631 0.0576 0.324
H -6.579 1.610 -0.365 -0.0140 -0.0610 -0.2840 0.457
H -5.859 -0.238 1.345 0.0430 -0.2048 -0.0901 0.493
H -1.365 -1.416 7.682 0.0384 0.0050 0.0933 0.469
```
Positions in Å, forces in eV/Å.

The following is a DFT calculation (the ωB97M-V functional and the def2-TZVPD basis) of C52H58F6N2O2P2SbTi as an isolated structure.

Values from the calculation:
Frontier orbital gap ... 6.8 eV
LUMO energy ... -3.56 eV
Net charge ... +1
Molar mass ... 1088.61 g mol⁻¹
Relative energy (zero: lowest compared OMol25 entry of this formula, charge and spin) ... 35.8 kcal/mol

Geometry as XYZ:
```
124
Properties=species:S:1:pos:R:3:forces:R:3:mulliken_charge:R:1
Ti -0.009 0.742 0.384 -0.3360 0.4225 -0.6890 -0.235
C 0.174 2.758 1.194 0.1271 0.4447 0.0632 -1.248
C 1.068 2.819 0.068 0.0597 0.0516 0.2390 0.346
C 0.229 2.818 -1.088 0.4130 -0.1696 -0.0298 1.506
C -1.127 2.747 -0.625 -0.0464 -0.0407 0.0216 -1.533
C -1.181 2.848 0.757 0.0881 -0.1429 0.3909 0.813
C -2.381 3.263 1.597 -0.0834 0.0998 -0.1355 2.302
C -3.522 3.683 0.665 -0.0032 -0.0096 -0.0037 -2.072
C -1.931 4.484 2.416 0.0051 0.0091 -0.0212 -1.629
C -2.906 2.196 2.546 0.0196 0.0144 0.0489 -1.372
C 0.460 3.290 -2.527 -0.1396 0.0718 -0.0131 2.038
C 0.348 4.830 -2.458 0.0563 0.0312 -0.0117 -1.608
C 1.795 2.920 -3.171 0.0149 -0.0268 0.0386 -1.299
C -0.685 2.833 -3.446 0.0170 0.0287 -0.0224 -1.709
C 2.573 3.096 0.293 0.0033 0.0244 -0.0096 2.279
C 2.878 4.546 -0.129 0.0236 -0.0117 0.0064 -1.866
C 3.538 2.130 -0.407 -0.0381 0.0291 -0.0269 -1.494
C 2.910 3.042 1.790 -0.0327 0.0011 -0.0213 -2.538
H 0.500 2.793 2.220 -0.0099 -0.0631 0.0354 0.626
H -1.986 2.785 -1.271 0.0161 -0.0363 0.0277 1.321
H -3.216 4.478 -0.018 -0.0083 0.0044 -0.0023 0.322
H -4.357 4.054 1.260 -0.0004 -0.0047 0.0047 0.478
H -3.884 2.833 0.081 -0.0011 0.0062 -0.0015 0.302
H -1.561 5.285 1.772 0.0103 -0.0061 0.0006 0.348
H -1.143 4.223 3.124 -0.0115 0.0039 -0.0016 0.222
H -2.777 4.869 2.988 -0.0061 0.0094 -0.0094 0.446
H -3.332 1.358 2.004 -0.0034 -0.0322 -0.0170 0.054
H -2.130 1.824 3.212 0.0324 -0.0388 0.0161 -0.172
H -3.694 2.630 3.164 -0.0006 -0.0034 -0.0001 0.632
H 1.129 5.276 -1.847 -0.0865 -0.0020 -0.0585 0.288
H -0.619 5.130 -2.050 -0.0043 -0.0049 0.0009 0.301
H 0.427 5.238 -3.467 0.0043 -0.0018 -0.0050 0.480
H 2.628 3.480 -2.762 0.0212 0.0625 0.0491 0.253
H 1.749 3.143 -4.238 0.0071 0.0019 -0.0050 0.601
H 2.020 1.863 -3.059 0.0339 0.1245 0.0383 -0.533
H -1.618 3.346 -3.213 0.0026 -0.0084 -0.0092 0.348
H -0.850 1.763 -3.401 0.0131 -0.0358 -0.0438 0.292
H -0.439 3.077 -4.480 -0.0005 0.0251 0.0117 0.573
H 2.905 4.692 -1.204 0.0171 -0.0418 -0.0521 0.235
H 3.860 4.822 0.259 0.0041 -0.0047 -0.0073 0.532
H 2.146 5.235 0.297 0.0041 0.0061 -0.0006 0.342
H 3.359 2.032 -1.471 -0.0178 0.0004 -0.0034 0.057
H 3.499 1.136 0.033 -0.0111 -0.0431 0.0201 0.025
H 4.556 2.504 -0.279 -0.0005 -0.0070 -0.0030 0.620
H 2.418 3.842 2.348 -0.0107 -0.0016 0.0019 0.304
H 3.985 3.179 1.906 -0.0084 0.0039 -0.0023 0.549
H 2.643 2.090 2.238 -0.0183 -0.0673 0.0421 0.582
C 1.845 -2.067 -1.812 -0.0928 -0.1494 -0.2077 -0.506
N 0.402 -2.244 -1.532 -0.0136 0.1494 0.3025 0.519
P -0.075 -3.472 -0.350 -0.1465 -0.0388 -0.2333 0.795
C -1.047 -4.573 -1.446 -0.0262 -0.0246 0.0560 0.617
C -1.835 -5.533 -0.811 0.0086 0.0313 -0.0181 -0.450
C -2.613 -6.405 -1.556 -0.0116 -0.0042 -0.0052 -0.832
C -2.623 -6.316 -2.942 -0.0026 -0.0111 0.0169 -0.588
C -1.847 -5.359 -3.579 0.0162 0.0148 -0.0086 -0.916
C -1.060 -4.489 -2.834 -0.0391 -0.0047 -0.0022 -0.148
C 1.420 -4.494 -0.178 0.0525 0.0111 0.1674 0.453
C 1.961 -5.281 -1.197 -0.0372 -0.0586 0.0297 -0.373
C 3.059 -6.084 -0.947 -0.0192 0.0083 -0.0228 -0.828
C 3.616 -6.125 0.327 0.0224 -0.0045 0.0342 -0.623
C 3.073 -5.366 1.350 0.0069 0.0023 -0.0260 -0.725
C 1.977 -4.550 1.096 0.0572 -0.0007 -0.0366 -0.484
P -0.477 -0.811 -1.731 -0.0440 -0.1496 -0.0501 0.996
C -0.444 -0.644 -3.553 0.2016 0.0592 -0.0778 0.827
C -1.487 -1.195 -4.299 0.0085 -0.0152 0.0288 -0.906
C -1.420 -1.215 -5.684 -0.0188 -0.0003 0.0043 -0.874
C -0.316 -0.694 -6.342 0.0015 0.0028 -0.0167 -0.842
C 0.729 -0.152 -5.609 -0.0150 0.0101 0.0082 -0.668
C 0.664 -0.130 -4.226 -0.0796 -0.0214 0.0326 0.336
C -2.276 -0.924 -1.440 -0.0371 0.0484 0.0258 1.298
C -3.017 -1.929 -0.835 0.0319 -0.0541 -0.0341 -0.553
C -4.382 -1.770 -0.625 0.0171 0.0088 0.0099 -0.665
C -5.026 -0.613 -1.023 0.0295 0.0057 -0.0144 -0.979
C -4.300 0.392 -1.652 -0.0610 0.0069 0.0150 -0.401
C -2.942 0.239 -1.854 0.0213 -0.0065 -0.0223 -0.755
H 2.274 -3.031 -2.068 -0.0010 0.0641 -0.0116 0.273
H 2.392 -1.661 -0.967 0.0165 0.0303 0.0998 -0.022
H 1.980 -1.426 -2.676 0.0168 0.0852 -0.0907 0.217
H -1.844 -5.590 0.273 -0.0014 -0.0071 -0.0148 0.424
H -3.218 -7.150 -1.055 -0.0043 0.0000 -0.0021 0.426
H -3.236 -6.992 -3.524 0.0011 -0.0013 0.0009 0.415
H -1.851 -5.289 -4.659 -0.0008 -0.0012 0.0005 0.442
H -0.457 -3.741 -3.335 0.0038 0.0132 -0.0033 0.506
H 1.510 -5.275 -2.182 0.0030 -0.0198 -0.0023 0.446
H 3.477 -6.692 -1.740 -0.0025 0.0036 -0.0020 0.437
H 4.469 -6.762 0.521 -0.0022 -0.0010 0.0003 0.402
H 3.497 -5.409 2.344 -0.0010 0.0003 0.0028 0.452
H 1.544 -3.959 1.893 -0.0113 0.0256 0.0244 0.404
H -2.353 -1.616 -3.807 -0.0107 -0.0105 0.0068 0.639
H -2.238 -1.643 -6.249 -0.0015 -0.0004 0.0005 0.476
H -0.271 -0.709 -7.422 0.0019 -0.0048 0.0014 0.409
H 1.595 0.257 -6.113 0.0042 0.0002 0.0035 0.488
H 1.477 0.313 -3.674 -0.0269 -0.1300 -0.0322 -0.340
H -2.561 -2.846 -0.514 0.0604 -0.0583 0.0388 -0.190
H -4.931 -2.566 -0.140 -0.0087 0.0028 -0.0009 0.502
H -6.088 -0.492 -0.854 -0.0025 -0.0040 0.0017 0.391
H -4.794 1.292 -1.995 -0.0059 -0.0012 0.0008 0.544
H -2.400 1.019 -2.373 -0.0187 -0.0680 0.0202 0.083
O 3.091 -1.579 1.198 -0.0037 0.0494 -0.0241 -0.639
C 2.348 -0.763 1.651 -0.0259 0.1529 0.1897 -0.156
O 1.514 -0.038 0.858 -0.1056 -0.2603 -0.0394 0.615
C 2.260 -0.409 3.107 -0.0949 0.1001 -0.0013 0.500
C 3.145 -1.059 3.987 0.0237 -0.0772 0.0043 -1.373
C 3.094 -0.723 5.308 0.0421 -0.0195 -0.0088 -1.296
C 2.181 0.259 5.741 -0.0638 0.0311 -0.0108 0.832
C 2.088 0.677 7.092 -0.0019 -0.0126 -0.0039 -0.879
C 1.198 1.644 7.452 -0.0062 0.0152 0.0097 -0.719
C 0.356 2.241 6.482 0.0077 0.0012 0.0062 -0.910
C 0.420 1.856 5.178 0.0281 -0.0426 0.0128 0.069
C 1.333 0.851 4.773 0.0276 0.0130 -0.0069 -0.177
N 1.383 0.495 3.463 0.0886 -0.0166 -0.0622 1.038
H 3.832 -1.798 3.599 -0.0013 0.0095 0.0056 0.694
H 3.752 -1.193 6.029 -0.0004 -0.0027 -0.0041 0.458
H 2.735 0.217 7.828 0.0019 -0.0008 -0.0021 0.444
H 1.129 1.961 8.484 -0.0030 0.0012 0.0001 0.396
H -0.348 3.004 6.788 -0.0003 0.0040 -0.0006 0.479
H -0.234 2.284 4.432 -0.0183 0.0191 -0.0278 0.192
F -1.420 -0.059 1.345 0.2073 -0.4874 0.1606 0.393
Sb -1.938 -1.586 3.010 -0.1121 0.1608 -0.0424 1.961
F -2.421 -2.919 1.800 -0.0059 0.0397 -0.0828 -0.484
F -0.140 -2.005 2.722 0.0622 -0.0468 -0.0055 -0.581
F -2.327 -2.661 4.467 0.0643 0.0006 0.0343 -0.520
F -1.410 -0.155 4.082 -0.0418 0.0142 0.0185 -0.459
F -3.598 -0.793 2.720 -0.0225 -0.0509 0.0318 -0.535
```
Positions in Å, forces in eV/Å.